ORCA calculation (ωB97M-V/def2-TZVPD) on a molecular structure, C9H9AlN2O5S at a distorted geometry.

Each line ends with the Löwdin charge.
Atoms and positions in Å:
O (0.42, 2.05, -4.25)  -0.0140
C (0.43, 3.07, -4.77)  0.1094
Al (0.49, -1.09, -2.00)  0.1652
O (-0.82, 1.40, -0.61)  0.1546
C (-0.70, 0.57, -1.46)  -0.2402
C (-0.89, -0.79, -3.28)  -0.0914
O (-1.15, -2.02, -3.16)  0.2284
C (2.54, -0.40, -2.51)  0.1437
O (3.52, 0.03, -2.92)  0.2706
C (-1.60, 0.36, -2.72)  -0.2831
O (-2.59, 1.00, -3.00)  0.2743
H (0.54, -0.49, -3.42)  0.1482
S (0.70, -2.34, -0.18)  0.8911
C (0.36, -1.23, 1.15)  -0.6450
N (1.21, -0.27, 1.50)  0.0656
C (0.83, 0.84, 2.40)  -0.1241
C (-0.10, 0.32, 3.46)  -0.1419
C (-1.27, -0.41, 2.83)  -0.1187
N (-0.77, -1.39, 1.85)  0.0711
H (2.00, -0.14, 0.88)  0.1444
H (0.36, 1.64, 1.80)  0.1305
H (1.76, 1.24, 2.83)  0.1436
H (-0.47, 1.15, 4.07)  0.1406
H (0.44, -0.36, 4.12)  0.1379
H (-1.95, 0.30, 2.33)  0.1421
H (-1.85, -0.96, 3.58)  0.1447
H (-1.41, -2.09, 1.49)  0.1524

The value obtained for the total energy is -40106.907 eV. The calculation puts the energy relative to the best compared isomer or geometry (same formula, charge and spin) at 78.2 kcal/mol. As for the net charge: +2. Its HOMO-LUMO gap (spin up / spin down) is 5.998 / 5.994 eV. The value obtained for the HOMO energy (spin up / spin down) is -16.45 / -16.45 eV.

ORCA calculation (ωB97M-V/def2-TZVPD) on a molecular structure, C9H9BrINRhS6.

Each line ends with the Löwdin charge.
Atoms and positions in Å:
Rh (-0.18, -1.09, -2.29)  0.0067
S (0.45, -3.01, -1.30)  0.0393
S (1.32, -4.19, -2.70)  0.0415
S (0.38, -3.79, -4.51)  0.0585
S (-0.34, -1.95, -4.50)  0.1086
S (0.53, 1.25, -2.46)  0.5887
C (1.47, 0.79, -1.11)  -1.1362
N (1.07, 0.83, 0.14)  -0.0282
C (1.95, 0.21, 1.13)  -0.1960
C (3.36, 0.28, 0.53)  -0.3801
S (3.10, 0.24, -1.27)  0.9816
H (0.15, 1.16, 0.38)  0.1042
H (1.64, -0.83, 1.28)  0.1213
H (1.88, 0.74, 2.08)  0.1312
H (3.97, -0.56, 0.83)  0.0897
H (3.87, 1.21, 0.79)  0.0891
Br (-2.94, 2.71, -1.23)  0.7783
C (-2.38, 1.55, 0.13)  -0.7690
C (-2.01, 2.10, 1.35)  -0.1258
C (-1.63, 1.28, 2.41)  -0.0686
C (-1.62, -0.10, 2.26)  -0.0750
C (-1.99, -0.66, 1.04)  -0.1596
C (-2.36, 0.17, -0.02)  -0.7283
I (-2.93, -0.77, -1.80)  1.0829
H (-2.04, 3.18, 1.48)  0.1117
H (-1.37, 1.73, 3.36)  0.1184
H (-1.35, -0.74, 3.08)  0.1177
H (-2.00, -1.73, 0.91)  0.0975

As for the expectation value of S²: 6.02. As for the spin multiplicity: 5. The value obtained for the total energy is -157125.900 eV. The calculation puts the energy relative to the best compared isomer or geometry (same formula, charge and spin) at 0.0 kcal/mol. As for the net charge: +1. Its HOMO-LUMO gap (spin up / spin down) is 8.158 / 6.652 eV. The value obtained for the HOMO energy (spin up / spin down) is -11.26 / -11.97 eV.

ORCA calculation (ωB97M-V/def2-TZVPD) on a molecular structure, C9H9ClF5N3O5STeTl.

Each line ends with the Löwdin charge.
Atoms and positions in Å:
Tl (0.75, -1.31, 0.88)  0.8032
C (1.44, 3.07, 1.52)  -0.0024
N (0.31, 2.61, 0.73)  -0.0902
C (-0.98, 3.10, 0.82)  -0.0248
C (-1.76, 2.33, 0.03)  -0.0189
N (-0.93, 1.39, -0.55)  0.0068
C (0.33, 1.55, -0.09)  -0.6705
S (1.71, 0.61, -0.50)  0.7898
C (-1.37, 0.31, -1.37)  -0.2620
C (-2.17, 0.55, -2.48)  0.0067
C (-2.56, -0.56, -3.21)  -0.0535
C (-2.15, -1.82, -2.83)  -0.0299
C (-1.35, -1.95, -1.70)  -0.0806
N (-0.99, -0.89, -0.99)  0.0937
H (1.27, 4.11, 1.78)  0.0931
H (2.34, 2.98, 0.92)  0.0766
H (1.53, 2.46, 2.42)  0.0686
H (-1.22, 3.92, 1.46)  0.1269
H (-2.81, 2.35, -0.16)  0.1285
H (-2.44, 1.55, -2.75)  0.1150
H (-3.18, -0.43, -4.10)  0.1072
H (-2.43, -2.70, -3.39)  0.1100
H (-0.99, -2.90, -1.33)  0.1124
O (3.26, -3.88, -2.07)  -0.3187
Cl (2.52, -2.68, -1.86)  0.6586
O (1.74, -2.35, -3.02)  -0.3467
O (1.57, -2.92, -0.74)  -0.4481
O (3.39, -1.60, -1.50)  -0.3994
F (2.07, -0.67, 5.44)  -0.5008
Te (0.68, -0.69, 4.14)  1.8553
F (0.47, -2.56, 4.72)  -0.5855
F (-0.55, -2.90, 1.02)  -0.4514
F (-0.59, -0.03, 2.12)  -0.5741
F (1.31, 1.20, 3.90)  -0.5834
O (1.77, -1.25, 2.77)  -0.7115

The value obtained for the total energy is -73115.712 eV. The calculation puts the energy relative to the best compared isomer or geometry (same formula, charge and spin) at 6.6 kcal/mol. As for the net charge: -1. Its HOMO-LUMO gap is 8.721 eV. The value obtained for the HOMO energy is -6.66 eV.

ORCA calculation (ωB97M-V/def2-TZVPD) on a gas-phase ion, C9H9ClNOS (charge +1) at a distorted geometry.

Each line ends with the Löwdin charge.
Atoms and positions in Å:
O (-1.61, -1.09, 1.15)  0.0248
C (-0.30, -0.73, 0.85)  -0.4797
C (-0.21, 0.91, 0.53)  -0.4224
C (-0.83, 1.81, 1.33)  -0.1196
C (-0.71, 3.09, 0.84)  -0.1649
C (0.01, 3.18, -0.32)  -0.3554
S (0.44, 1.61, -0.91)  1.0583
N (0.05, -1.44, -0.38)  0.1394
C (1.50, -1.38, -0.72)  -0.0480
C (2.30, -0.94, 0.22)  -0.0651
C (1.99, -0.87, 1.60)  -0.0519
C (0.71, -0.97, 1.98)  -0.5830
Cl (0.03, -1.14, 3.52)  0.8646
H (-1.73, -1.12, 2.13)  0.0827
H (-1.27, 1.63, 2.23)  0.0955
H (-0.89, 4.00, 1.37)  0.1148
H (0.15, 4.10, -0.91)  0.0948
H (-0.58, -0.90, -0.99)  0.1826
H (-0.18, -2.42, -0.24)  0.1950
H (1.68, -2.12, -1.51)  0.1524
H (3.29, -0.79, -0.16)  0.1399
H (2.74, -0.84, 2.41)  0.1452

The value obtained for the total energy is -36364.773 eV. As for the net charge: +1. Its HOMO-LUMO gap is 8.033 eV. As for the structure (SMILES): O[C@]1(c2cccs2)[NH2+]C=CC=C1Cl. The value obtained for the HOMO energy is -12.47 eV.

ORCA calculation (ωB97M-V/def2-TZVPD) on a molecular structure, C9H9CoN3O5 at a distorted geometry.

Each line ends with the Löwdin charge.
Atoms and positions in Å:
Co (0.04, 0.57, -0.77)  0.5235
C (0.20, 2.27, -0.69)  -0.0668
O (0.36, 3.41, -0.57)  0.3115
C (-0.19, -0.49, -2.19)  0.0077
O (-0.29, -1.11, -3.16)  0.3072
C (-1.72, 0.24, 0.25)  0.0053
O (-2.78, -0.17, 0.51)  0.2558
C (1.86, 0.30, -0.34)  0.0153
O (2.94, 0.10, -0.01)  0.2711
H (-0.05, -2.57, 0.75)  0.0562
H (0.25, -2.82, 0.05)  0.0795
C (-1.14, 2.93, 4.41)  0.0827
N (-0.35, 1.82, 3.83)  0.0827
C (0.46, 1.20, 4.71)  0.0811
C (1.20, 0.17, 4.29)  0.1453
C (1.11, -0.25, 2.97)  -0.2981
N (0.33, 0.32, 2.07)  0.1689
C (-0.45, 1.33, 2.47)  -0.3604
O (-1.25, 1.88, 1.64)  0.0350
N (1.84, -1.35, 2.67)  0.2963
H (-1.72, 3.29, 3.55)  0.1110
H (-0.50, 3.73, 4.83)  0.1442
H (-1.79, 2.60, 5.24)  0.1468
H (0.54, 1.59, 5.71)  0.1850
H (1.89, -0.46, 4.84)  0.1719
H (2.43, -1.87, 3.29)  0.1654
H (1.75, -1.61, 1.70)  0.0761

As for the expectation value of S²: 6.05. As for the spin multiplicity: 5. The value obtained for the total energy is -61777.535 eV. The calculation puts the energy relative to the best compared isomer or geometry (same formula, charge and spin) at 17.4 kcal/mol. As for the net charge: +3. Its HOMO-LUMO gap (spin up / spin down) is 9.789 / 6.540 eV. The value obtained for the HOMO energy (spin up / spin down) is -21.86 / -21.67 eV.

ORCA calculation (ωB97M-V/def2-TZVPD) on C9H9F2N3 in the gas phase at a distorted geometry.

Each line ends with the Löwdin charge.
Atoms and positions in Å:
C (1.86, 1.98, -0.77)  -0.0802
C (3.12, 1.69, -0.28)  -0.0754
C (0.88, 1.00, -0.75)  -0.0268
C (3.40, 0.45, 0.25)  -0.0045
C (1.14, -0.27, -0.24)  -0.1022
C (2.41, -0.51, 0.29)  -0.2120
C (-1.49, -0.61, 1.09)  0.0139
C (0.06, -1.27, -0.25)  -0.3082
C (-3.79, -0.33, 0.16)  -0.0526
N (-0.80, -1.32, -1.33)  0.0524
N (-2.01, -1.10, -1.16)  0.0447
N (-2.42, -0.76, 0.04)  -0.2601
F (2.70, -1.69, 0.86)  0.0818
F (0.39, -2.49, 0.22)  0.0762
H (1.63, 2.96, -1.16)  0.1036
H (3.90, 2.44, -0.31)  0.1054
H (-0.11, 1.22, -1.12)  0.1137
H (4.37, 0.22, 0.65)  0.1185
H (-1.51, -1.35, 1.87)  0.0796
H (-1.29, 0.41, 1.39)  0.0804
H (-3.85, 0.76, 0.23)  0.0843
H (-4.33, -0.66, -0.73)  0.0832
H (-4.25, -0.76, 1.05)  0.0844

The value obtained for the total energy is -19380.798 eV. The calculation puts the energy relative to the best compared isomer or geometry (same formula, charge and spin) at 0.0 kcal/mol. Its HOMO-LUMO gap is 8.967 eV. The value obtained for the HOMO energy is -8.59 eV.

ORCA calculation (ωB97M-V/def2-TZVPD) on 2 unconnected molecules or ions with the total composition C9H9FINO3 at a distorted geometry.

Each line ends with the Löwdin charge.
Atoms and positions in Å:
C (1.13, -0.47, 0.22)  -0.0193
C (-1.08, -0.73, -0.62)  -0.0160
C (1.04, 0.92, 0.09)  -0.1211
C (-1.28, 0.63, -0.73)  0.0042
C (0.07, -1.30, -0.14)  -0.1602
C (-0.20, 1.44, -0.43)  -0.4239
C (0.29, -2.73, 0.00)  -0.4330
C (-0.48, -4.76, -0.70)  -0.0067
C (-0.14, 3.86, 1.14)  -0.7972
N (0.77, 4.89, 0.88)  0.0517
O (1.32, -3.28, 0.45)  0.0488
O (-0.35, 2.77, -0.57)  -0.1282
O (-0.73, -3.35, -0.58)  -0.0261
F (-1.47, 4.34, 1.20)  -0.0574
I (0.21, 2.49, 2.64)  1.0988
H (2.01, -1.01, 0.44)  0.1045
H (-1.83, -1.46, -0.89)  0.1205
H (1.98, 1.47, 0.13)  0.1029
H (-2.21, 0.99, -1.11)  0.1155
H (-0.29, -4.87, -1.73)  0.0853
H (-1.28, -5.34, -0.40)  0.0773
H (0.52, -4.89, -0.31)  0.0796
H (0.22, 5.70, 0.48)  0.1331
H (1.79, 4.69, 0.54)  0.1669

The value obtained for the total energy is -27926.738 eV. The calculation puts the energy relative to the best compared isomer or geometry (same formula, charge and spin) at 0.0 kcal/mol. Its HOMO-LUMO gap is 7.726 eV. The value obtained for the HOMO energy is -8.22 eV.

ORCA calculation (ωB97M-V/def2-TZVPD) on a molecular structure, C9H9I2NO4SScSeTi at a distorted geometry.

Each line ends with the Löwdin charge.
Atoms and positions in Å:
I (4.16, -1.39, 0.69)  0.3970
I (4.06, 1.42, 0.73)  0.4018
Sc (0.66, 1.40, 1.67)  0.7379
Ti (0.10, -1.54, 1.54)  0.7137
S (1.02, -0.18, -0.16)  0.3799
C (-0.94, -2.57, 0.33)  -0.0990
C (-0.51, -2.80, 2.97)  0.0264
C (0.01, -0.01, -2.01)  -0.6270
C (0.54, 1.26, -2.64)  -0.0519
C (-1.49, 0.00, -1.83)  -0.0435
C (0.54, -1.27, -2.67)  -0.0672
C (-0.60, 2.91, 3.08)  0.0598
C (-1.03, 2.70, 0.18)  0.0472
O (-0.90, -3.55, 3.79)  0.2987
O (-1.46, -3.34, -0.34)  0.3102
O (-0.99, 3.66, 3.88)  0.2368
O (-1.59, 3.46, -0.48)  0.2210
H (0.20, 1.35, -3.69)  0.1541
H (1.63, 1.25, -2.63)  0.1043
H (0.21, 2.16, -2.10)  0.0715
H (-1.97, 0.01, -2.84)  0.1578
H (-1.83, 0.88, -1.28)  0.0655
H (-1.85, -0.89, -1.29)  0.0695
H (0.20, -1.35, -3.72)  0.1489
H (0.20, -2.17, -2.13)  0.0746
H (1.63, -1.26, -2.64)  0.1022
Se (-0.02, 0.02, 6.07)  1.2110
C (-0.01, -0.06, 4.38)  -0.8428
N (0.03, -0.10, 3.13)  -0.2586

As for the expectation value of S²: 0.77. As for the spin multiplicity: 2. The value obtained for the total energy is -155309.528 eV. As for the net charge: +4. Its HOMO-LUMO gap (spin up / spin down) is 4.619 / 4.821 eV. The value obtained for the HOMO energy (spin up / spin down) is -21.63 / -21.64 eV.

ORCA calculation (ωB97M-V/def2-TZVPD) on C9H9IO2 in the gas phase.

Each line ends with the Löwdin charge.
Atoms and positions in Å:
O (-0.02, -3.61, -0.40)  0.1156
C (0.12, -2.44, -0.65)  -0.3767
C (0.57, -1.95, -1.98)  0.0202
C (0.07, -0.81, -2.44)  0.0222
C (-0.92, -0.09, -1.59)  -0.3389
O (-1.86, 0.52, -2.06)  0.1259
C (-0.72, -0.21, -0.11)  -0.1502
C (-1.12, 0.95, 0.74)  -0.1642
C (0.04, 1.92, 1.06)  -0.2995
C (1.30, 1.30, 1.62)  -0.6433
I (0.99, 0.46, 3.57)  0.7840
C (-0.22, -1.36, 0.33)  0.0475
H (1.27, -2.55, -2.55)  0.1219
H (0.32, -0.39, -3.41)  0.1216
H (-1.62, 0.62, 1.65)  0.1058
H (-1.86, 1.53, 0.18)  0.1154
H (0.31, 2.44, 0.14)  0.1182
H (-0.33, 2.65, 1.78)  0.1019
H (1.72, 0.53, 0.98)  0.0396
H (2.06, 2.06, 1.76)  0.0377
H (-0.08, -1.56, 1.39)  0.0951

The value obtained for the total energy is -21673.460 eV. The calculation puts the energy relative to the best compared isomer or geometry (same formula, charge and spin) at 0.5 kcal/mol. Its HOMO-LUMO gap is 8.619 eV. As for the structure (SMILES): O=C1C=CC(=O)C(CCCI)=C1. The value obtained for the HOMO energy is -9.68 eV.

ORCA calculation (ωB97M-V/def2-TZVPD) on C9H9N3 in the gas phase at a distorted geometry.

Each line ends with the Löwdin charge.
Atoms and positions in Å:
C (2.17, 1.88, 1.48)  -0.1432
C (1.38, 1.28, 2.49)  -0.1026
C (0.38, 0.34, 2.06)  -0.0248
C (0.14, 0.19, 0.68)  -0.1435
C (0.73, 0.98, -0.30)  -0.2666
C (1.92, 1.67, 0.14)  -0.0355
N (0.37, 0.60, -1.51)  0.1594
C (-0.51, -0.32, -1.35)  -0.2552
N (-0.67, -0.69, -0.07)  0.0461
C (-1.69, -1.69, 0.05)  -0.1958
N (-2.00, -2.19, -1.26)  -0.0362
C (-1.49, -1.19, -2.19)  -0.0865
H (3.00, 2.70, 1.56)  0.1285
H (1.42, 1.72, 3.60)  0.1388
H (-0.08, -0.39, 2.73)  0.0990
H (2.54, 2.18, -0.64)  0.1171
H (-1.52, -2.48, 0.74)  0.1168
H (-2.67, -1.22, 0.42)  0.1443
H (-1.50, -3.13, -1.30)  0.1444
H (-0.92, -1.55, -2.93)  0.0739
H (-2.30, -0.63, -2.65)  0.1216

The value obtained for the total energy is -13947.718 eV. The calculation puts the energy relative to the best compared isomer or geometry (same formula, charge and spin) at 53.7 kcal/mol. Its HOMO-LUMO gap is 9.033 eV. As for the structure (SMILES): c1ccc2c(c1)nc1n2CNC1. The value obtained for the HOMO energy is -8.27 eV.

ORCA calculation (ωB97M-V/def2-TZVPD) on C9H9N3OS2 in the gas phase at a distorted geometry.

Each line ends with the Löwdin charge.
Atoms and positions in Å:
C (3.19, 0.87, -1.02)  -0.0832
C (2.95, -0.51, -1.01)  -0.0621
C (2.32, 1.71, -0.40)  -0.0952
C (1.89, -0.99, -0.26)  -0.0500
C (1.23, 1.28, 0.34)  -0.0139
C (0.99, -0.12, 0.34)  -0.2141
C (-5.55, -2.05, -0.54)  0.0910
C (-3.58, -0.59, -0.10)  -0.5933
C (-0.23, -0.70, 0.98)  -0.1459
N (-4.54, -1.40, -0.49)  -0.0343
N (-2.36, -0.99, 0.09)  0.0432
N (-1.41, -0.13, 0.34)  -0.0685
O (-1.90, 2.67, 0.16)  -0.6945
S (-4.29, 1.11, 0.54)  0.5077
S (-3.35, 2.66, -0.25)  0.4823
H (4.11, 1.24, -1.37)  0.0886
H (3.62, -1.14, -1.50)  0.0810
H (2.51, 2.75, -0.56)  0.0998
H (1.77, -2.09, -0.18)  0.1253
H (0.72, 1.92, 1.03)  0.1094
H (-6.44, -1.77, -1.06)  0.0462
H (-0.31, -1.75, 0.74)  0.1004
H (-0.55, -0.69, 2.11)  0.1603
H (-1.48, 0.95, 0.05)  0.1197

The value obtained for the total energy is -37661.061 eV. The calculation puts the energy relative to the best compared isomer or geometry (same formula, charge and spin) at 126.6 kcal/mol. Its HOMO-LUMO gap (spin up / spin down) is 5.158 / 7.747 eV. The value obtained for the HOMO energy (spin up / spin down) is -7.01 / -8.31 eV.

ORCA calculation (ωB97M-V/def2-TZVPD) on C9H9N3S in the gas phase at a distorted geometry.

Each line ends with the Löwdin charge.
Atoms and positions in Å:
N (2.81, 2.08, 0.60)  -0.1122
N (3.39, 0.90, 0.22)  -0.0818
C (2.40, 0.13, -0.05)  -0.6318
N (1.12, 0.63, -0.22)  0.0801
C (0.13, -0.29, -0.20)  -0.3172
C (-1.39, -0.10, -0.14)  -0.1197
C (-2.25, -1.10, 0.48)  0.0152
C (-3.63, -0.79, 0.69)  -0.0695
C (-4.03, 0.41, 0.26)  -0.0901
C (-3.25, 1.35, -0.52)  -0.0758
C (-1.96, 1.07, -0.66)  -0.0940
C (0.59, -1.50, -0.22)  -0.3881
S (2.34, -1.63, -0.19)  1.0143
H (2.81, 2.81, -0.16)  0.1010
H (3.42, 2.51, 1.45)  0.1432
H (1.10, 1.47, 0.14)  0.0423
H (-1.67, -1.96, 0.67)  0.0755
H (-4.21, -1.55, 1.11)  0.0910
H (-4.99, 0.78, 0.38)  0.0713
H (-3.68, 2.17, -1.18)  0.1307
H (-1.15, 1.87, -0.88)  0.1409
H (0.02, -2.35, -0.52)  0.0746

The value obtained for the total energy is -24781.097 eV. The calculation puts the energy relative to the best compared isomer or geometry (same formula, charge and spin) at 80.6 kcal/mol. Its HOMO-LUMO gap is 8.231 eV. As for the structure (SMILES): N/N=c1\[nH]c(-c2ccccc2)cs1. The value obtained for the HOMO energy is -7.63 eV.

Question: Which of these has the highest total energy?
Answer: C9H9N3